(1)
C39H54F6NO34S2 | wB97M-V/def2-TZVPD

Results
**Highest occupied orbital energy**: -7.240 eV
**Kohn-Sham gap**: 0.31614 Ha
**Largest force on an atom**: 6.6 eV/A
**Calculated total energy**: -150396.0365 eV
**E_LUMO**: 1.36 eV
**Charge**: -1

Element x y z (Å)
C -14.61 19.91 4.78
F -15.22 20.03 5.92
F -15.30 19.08 3.98
F -14.59 21.13 4.30
S -12.83 19.36 5.01
O -12.96 18.31 5.98
O -12.29 18.83 3.75
N -12.08 20.80 5.52
S -11.24 20.41 6.73
O -12.09 20.10 7.86
O -10.17 19.50 6.48
C -10.49 22.12 7.13
F -9.31 22.18 7.73
F -10.27 22.72 5.91
F -11.44 22.84 7.84
C -12.01 23.45 0.52
C -11.23 24.60 1.17
O -11.68 25.66 0.42
C -12.69 25.32 -0.39
O -13.39 26.14 -0.99
O -12.76 24.09 -0.52
H -12.74 22.94 1.15
H -11.47 22.65 0.01
H -10.18 24.35 1.02
H -11.51 24.79 2.21
C -22.40 21.92 6.54
C -22.86 20.47 6.14
O -22.56 19.73 7.34
C -22.38 20.60 8.36
O -22.08 20.31 9.49
O -22.57 21.83 7.93
H -22.93 22.78 6.14
H -21.32 22.00 6.42
H -22.36 20.10 5.26
H -23.94 20.54 5.96
C -10.45 25.31 14.26
C -10.27 26.14 15.52
O -11.57 26.57 15.70
C -12.45 26.34 14.75
O -13.62 26.77 14.79
O -11.79 25.51 13.92
H -10.22 24.25 14.38
H -9.94 25.72 13.39
H -9.64 26.96 15.19
H -9.89 25.39 16.21
C -16.51 24.56 9.10
C -16.45 26.01 8.44
C -15.56 26.13 7.17
O -16.41 26.98 6.43
C -17.71 27.04 6.97
O -18.65 27.58 6.36
O -17.80 26.32 8.07
H -17.03 24.64 10.05
H -15.54 24.10 9.26
H -17.21 23.92 8.56
H -16.04 26.69 9.19
H -15.48 25.18 6.64
H -14.52 26.40 7.34
C -15.13 16.89 12.19
C -16.55 16.31 12.21
C -17.19 15.84 10.87
O -17.44 14.45 11.12
C -17.31 14.19 12.41
O -17.63 13.09 12.93
O -16.66 15.26 13.09
H -14.44 16.53 11.43
H -14.70 16.77 13.18
H -15.24 17.97 12.08
H -17.24 17.01 12.68
H -16.55 16.05 10.02
H -18.08 16.43 10.65
C -8.99 29.95 4.38
C -8.55 30.82 5.52
C -7.39 31.74 5.17
O -7.75 32.96 5.74
C -9.06 32.97 6.04
O -9.55 33.91 6.71
O -9.65 31.75 5.73
H -9.92 29.41 4.54
H -8.26 29.14 4.31
H -8.99 30.40 3.39
H -8.56 30.32 6.49
H -6.93 31.81 4.19
H -6.61 31.28 5.78
C -6.01 17.27 2.82
C -7.09 17.71 1.88
C -7.41 19.19 2.01
O -7.16 19.72 0.71
C -6.98 18.75 -0.21
O -6.90 18.83 -1.41
O -6.82 17.51 0.42
H -6.45 17.00 3.78
H -5.25 18.04 2.94
H -5.51 16.34 2.56
H -7.93 17.08 2.17
H -6.72 19.69 2.69
H -8.43 19.38 2.35
C -19.37 13.22 0.73
C -18.90 12.59 2.01
C -17.73 13.31 2.59
O -18.07 13.46 3.96
C -19.42 13.45 4.12
O -20.05 13.70 5.12
O -19.92 12.93 2.97
H -19.62 14.28 0.79
H -20.22 12.64 0.36
H -18.57 13.07 0.00
H -18.89 11.50 1.95
H -17.50 14.23 2.06
H -16.80 12.77 2.43
C -6.85 13.15 9.92
C -8.38 13.53 10.03
C -9.32 13.05 8.92
O -10.40 12.54 9.69
C -10.09 12.47 11.00
O -10.76 12.01 11.93
O -8.95 13.02 11.20
H -6.26 13.47 10.78
H -6.33 13.52 9.04
H -6.81 12.07 9.92
H -8.57 14.59 10.18
H -8.88 12.40 8.16
H -9.75 13.84 8.30
C -10.37 13.11 -2.44
C -11.59 14.06 -2.41
C -11.57 15.34 -3.26
O -12.85 15.39 -3.77
C -13.41 14.23 -3.70
O -14.45 13.95 -4.33
O -12.69 13.38 -2.95
H -9.45 13.49 -2.00
H -10.21 12.90 -3.50
H -10.61 12.13 -2.04
H -11.88 14.24 -1.37
H -10.99 15.21 -4.18
H -11.17 16.24 -2.80

(2)
C4H6O2 | wB97M-V/def2-TZVPD

Results
**Highest occupied orbital energy**: -8.896 eV
**Kohn-Sham gap**: 0.33545 Ha
**Largest force on an atom**: 0.5 eV/A
**Calculated total energy**: -8336.2113 eV
**E_LUMO**: 0.23 eV

Element x y z (Å)
O 2.45 -0.61 -0.09
C 1.67 0.09 0.50
C 0.25 0.33 0.04
C -0.39 -0.70 -0.86
C -1.80 0.71 1.25
O -0.51 0.57 1.27
H 1.97 0.64 1.41
H 0.25 1.32 -0.43
H 0.18 -1.61 -1.05
H -0.64 -0.26 -1.82
H -1.33 -1.01 -0.41
H -2.09 0.53 0.18

(3)
CF2O2S | wB97M-V/def2-TZVPD

Results
**Highest occupied orbital energy (alpha / beta)**: -9.389 / -9.388 eV
**Kohn-Sham gap (alpha / beta)**: 0.28624 / 0.28605 Ha
**Largest force on an atom**: 2.8 eV/A
**Calculated total energy**: -21400.2334 eV
**E_LUMO (alpha / beta)**: -1.60 / -1.60 eV

Element x y z (Å)
O 0.18 -0.50 2.17
C 0.18 0.41 1.47
F -0.81 1.28 1.44
F 0.99 0.64 0.48
O 0.41 -0.78 -2.97
S -0.96 -1.05 -2.59

(4)
C4H8O2 | wB97M-V/def2-TZVPD

Results
**Highest occupied orbital energy**: -8.072 eV
**Kohn-Sham gap**: 0.31328 Ha
**Largest force on an atom**: 0.4 eV/A
**Calculated total energy**: -8367.0819 eV
**E_LUMO**: 0.45 eV

Element x y z (Å)
C 1.11 1.09 0.55
C 0.43 -1.11 -0.36
O -0.04 -1.47 0.82
C -1.05 -0.48 0.77
C -0.88 -0.52 -0.77
O -1.04 0.56 -1.60
H 0.85 2.05 1.00
H 1.86 0.62 1.19
H 1.57 1.31 -0.42
H 1.28 -1.61 -0.80
H -0.10 0.56 0.83
H -1.94 -0.72 1.35
H -1.50 -1.34 -1.14
H -0.47 1.26 -1.26

(5)
H14Na4O11S | wB97M-V/def2-TZVPD

Results
**Highest occupied orbital energy (alpha / beta)**: -8.416 / -12.095 eV
**Kohn-Sham gap (alpha / beta)**: 0.12636 / 0.27360 Ha
**Largest force on an atom**: 4.4 eV/A
**Calculated total energy**: -51246.7579 eV
**Spin multiplicity**: 2
**E_LUMO (alpha / beta)**: -4.98 / -4.65 eV
**Charge**: +1

Element x y z (Å)
Na -0.08 -3.68 -2.85
Na -2.59 -0.29 2.59
Na 1.62 -3.28 0.34
Na -2.73 -2.29 -0.15
S -0.03 -0.86 0.22
O 0.66 0.34 -0.23
O -0.05 -1.85 -0.87
O 0.78 -1.34 1.31
O -1.39 -0.48 0.61
O 0.82 -1.62 3.84
H 0.74 -1.72 2.89
H 0.56 -0.72 4.02
O -2.85 1.15 -0.75
H -2.09 0.73 -0.34
H -3.38 0.43 -1.09
O -0.69 2.25 -2.19
H -0.31 2.41 -1.32
H -1.21 1.45 -2.07
O 2.52 1.62 -1.71
H 2.87 2.32 -1.16
H 1.86 1.19 -1.17
O -1.01 -1.30 -3.21
H -0.47 -0.56 -3.48
H -0.81 -1.41 -2.28
O 0.34 2.55 0.90
H -0.23 2.38 1.65
H 0.43 1.70 0.47
O 2.62 0.29 1.98
H 2.09 0.73 2.64
H 1.98 -0.15 1.41

(6)
C19H24CrN5O9S3 | wB97M-V/def2-TZVPD

Results
**Highest occupied orbital energy (alpha / beta)**: -8.655 / -8.815 eV
**Kohn-Sham gap (alpha / beta)**: 0.31307 / 0.32888 Ha
**Largest force on an atom**: 1.5 eV/A
**Calculated total energy**: -106900.0493 eV
**Spin multiplicity**: 4
**E_LUMO (alpha / beta)**: -0.14 / 0.13 eV

Element x y z (Å)
Cr -0.10 -1.02 0.14
O 0.30 2.86 1.53
C -0.05 1.70 1.01
O 0.77 0.88 0.63
C -1.53 1.53 0.82
O -1.87 0.16 0.61
C -2.41 -0.50 1.77
C -1.24 -0.84 2.73
O -1.38 -0.75 3.93
O -0.18 -1.18 2.08
H 1.26 2.95 1.53
H -1.71 2.04 -0.13
H -2.10 1.98 1.63
H -2.82 -1.44 1.40
H -3.18 0.09 2.25
C 2.77 -0.47 -1.71
C 2.60 -1.70 -0.89
N 1.62 -1.97 -0.05
C 1.87 -3.20 0.51
C 3.04 -3.67 0.01
N 3.49 -2.71 -0.87
C 4.70 -2.80 -1.65
N 5.61 -1.72 -1.37
N 6.13 -1.00 -2.40
N 6.91 -0.11 -1.94
C 6.93 -0.19 -0.57
C 7.62 0.56 0.38
C 7.41 0.24 1.70
C 6.54 -0.80 2.08
C 5.86 -1.56 1.16
C 6.08 -1.24 -0.19
H 1.89 0.15 -1.61
H 2.88 -0.75 -2.76
H 3.65 0.09 -1.40
H 1.20 -3.63 1.23
H 3.57 -4.59 0.17
H 4.48 -2.74 -2.72
H 5.17 -3.76 -1.44
H 8.28 1.36 0.08
H 7.92 0.79 2.48
H 6.41 -1.01 3.13
H 5.18 -2.35 1.46
O -1.62 -2.32 -3.23
S -0.61 -2.29 -2.21
O -0.25 -0.86 -1.82
O 0.59 -3.05 -2.47
S -1.36 -2.91 -0.42
O -1.02 1.89 -1.99
S -1.95 0.90 -2.63
C -3.28 2.01 -3.32
C -3.31 1.83 -4.83
C -1.86 1.63 -5.24
C -1.31 0.57 -4.32
H -2.98 3.01 -3.03
H -4.22 1.75 -2.84
H -3.77 2.68 -5.32
H -3.89 0.94 -5.08
H -1.31 2.57 -5.11
H -1.78 1.33 -6.29
H -0.22 0.56 -4.23
H -1.67 -0.43 -4.56

(7)
C9H14N5O | wB97M-V/def2-TZVPD

Results
**Highest occupied orbital energy**: -12.393 eV
**Kohn-Sham gap**: 0.36576 Ha
**Largest force on an atom**: 4.2 eV/A
**Calculated total energy**: -19051.4160 eV
**E_LUMO**: -2.44 eV
**Charge**: +1

Element x y z (Å)
C -0.49 2.60 2.18
C -0.59 1.06 1.85
O -0.65 0.96 0.47
C -0.86 -0.40 0.09
C -1.48 -0.32 -1.24
C -2.77 -0.02 -1.51
N -2.89 0.17 -2.86
C -1.60 -0.03 -3.38
N -0.74 -0.24 -2.42
C 0.47 -1.17 0.11
C 1.23 -1.76 1.05
N 2.47 -2.11 0.45
C 2.44 -1.71 -0.84
N 3.48 -1.86 -1.67
N 1.26 -1.18 -1.10
H 0.46 2.92 2.04
H -1.35 3.11 1.62
H -0.62 2.86 3.27
H -1.48 0.63 2.42
H 0.25 0.51 2.40
H -1.42 -0.92 0.80
H -3.70 -0.03 -0.92
H -3.60 0.65 -3.40
H -1.20 -0.03 -4.36
H 0.99 -1.88 2.07
H 3.32 -2.35 0.98
H 4.41 -1.61 -1.31
H 3.37 -1.54 -2.65
H 0.60 -0.73 -1.82

(8)
C6H17F6N8O10PS | wB97M-V/def2-TZVPD

Results
**Highest occupied orbital energy**: -9.106 eV
**Kohn-Sham gap**: 0.35684 Ha
**Largest force on an atom**: 2.8 eV/A
**Calculated total energy**: -75328.9895 eV
**E_LUMO**: 0.60 eV

Element x y z (Å)
O -0.41 -6.29 -3.60
P -0.88 -4.94 -3.41
O -0.03 -3.92 -4.23
O -2.44 -4.86 -3.87
C -3.19 -3.74 -3.58
F -4.41 -3.95 -4.06
F -2.69 -2.66 -4.18
F -3.28 -3.52 -2.28
O -0.77 -4.57 -1.80
S -0.16 -3.14 -1.38
O -0.64 -2.11 -2.23
O -0.46 -2.96 0.00
C 1.70 -3.22 -1.44
F 2.17 -2.99 -2.63
F 2.09 -2.26 -0.61
F 2.14 -4.38 -0.98
H -0.55 -3.19 -4.59
C 1.86 -1.16 2.50
O 2.11 -0.45 1.54
N 2.42 -0.93 3.74
N 1.02 -2.22 2.44
H 2.23 -1.49 4.55
H 3.05 -0.15 3.82
H 0.58 -2.43 1.55
H 0.81 -2.80 3.23
C -0.68 2.42 2.32
O -0.95 2.11 1.17
N -1.21 3.52 2.93
N 0.16 1.67 3.11
H -1.01 3.79 3.88
H -1.84 4.09 2.40
H 0.57 0.85 2.70
H 0.38 1.90 4.05
C -4.16 6.43 2.77
O -3.24 5.71 3.11
N -4.60 6.50 1.48
N -4.83 7.22 3.66
H -5.36 7.08 1.18
H -4.13 5.93 0.80
H -4.54 7.19 4.61
H -5.60 7.82 3.40
C 4.61 -0.36 -3.01
O 4.05 -1.24 -3.65
N 5.48 0.52 -3.60
N 4.42 -0.18 -1.67
H 5.95 1.25 -3.10
H 5.64 0.42 -4.58
H 3.78 -0.79 -1.20
H 4.87 0.54 -1.14

(9)
C36H37Cl2GeN5O2RuS | wB97M-V/def2-TZVPD

Results
**Highest occupied orbital energy (alpha / beta)**: -10.439 / -10.468 eV
**Kohn-Sham gap (alpha / beta)**: 0.20762 / 0.19372 Ha
**Largest force on an atom**: 3.5 eV/A
**Calculated total energy**: -144451.2962 eV
**Spin multiplicity**: 2
**E_LUMO (alpha / beta)**: -4.79 / -5.20 eV
**Charge**: +1

Element x y z (Å)
Ru -0.07 -0.18 -0.43
Cl -6.42 -2.87 0.69
C -5.00 -1.91 0.78
C -3.85 -2.36 0.17
C -2.67 -1.59 0.21
N -1.48 -1.92 -0.39
C -1.25 -3.21 -0.84
O -2.03 -4.13 -0.76
C 0.09 -3.46 -1.44
C 0.34 -4.71 -2.01
C 1.58 -4.95 -2.57
C 2.54 -3.95 -2.49
C 2.21 -2.76 -1.87
N 1.00 -2.50 -1.38
C -2.69 -0.37 0.92
C -3.88 0.08 1.52
C -5.02 -0.68 1.46
Cl -6.45 -0.11 2.21
N -1.51 0.32 0.94
C -1.21 1.20 1.95
O -1.81 1.30 3.00
C -0.06 2.12 1.69
C 0.19 3.14 2.60
C 1.19 4.06 2.32
C 1.91 3.92 1.14
C 1.62 2.86 0.30
N 0.66 1.98 0.57
H -3.86 -3.30 -0.34
H -0.44 -5.45 -1.98
H 1.80 -5.89 -3.05
H 3.54 -4.10 -2.88
H 2.96 -1.99 -1.78
H -3.90 1.02 2.04
H -0.42 3.20 3.49
H 1.40 4.87 3.00
H 2.69 4.62 0.87
H 2.16 2.72 -0.62
C 0.49 -0.26 -3.72
C 1.64 0.25 -2.92
C 2.76 0.78 -3.59
C 3.87 1.14 -2.89
C 3.93 0.89 -1.50
C 5.09 1.14 -0.74
C 5.12 0.80 0.59
C 4.00 0.21 1.20
C 2.83 0.00 0.49
S 1.48 -0.78 1.27
C 2.77 0.36 -0.88
N 1.62 0.14 -1.60
H 0.82 -1.13 -4.29
H 0.13 0.49 -4.43
H -0.32 -0.58 -3.07
H 2.72 0.91 -4.67
H 4.73 1.59 -3.38
H 5.96 1.56 -1.22
H 6.01 0.98 1.18
H 4.04 -0.09 2.24
C -1.91 6.44 -2.97
C -1.39 5.24 -2.18
C -2.50 4.52 -1.42
C -1.98 3.36 -0.56
Ge -1.24 1.77 -1.52
C -2.79 0.78 -2.35
C -3.49 1.53 -3.48
C -2.64 1.70 -4.74
C -3.34 2.55 -5.80
H -1.10 6.93 -3.51
H -2.37 7.17 -2.31
H -2.65 6.13 -3.70
H -0.63 5.58 -1.46
H -0.90 4.54 -2.86
H -3.25 4.17 -2.14
H -2.99 5.22 -0.75
H -2.80 2.98 0.06
H -1.23 3.75 0.11
H -0.25 2.33 -2.59
H -3.48 0.64 -1.51
H -2.48 -0.21 -2.68
H -3.81 2.52 -3.13
H -4.40 0.98 -3.73
H -2.41 0.71 -5.15
H -1.69 2.18 -4.46
H -4.29 2.10 -6.08
H -2.72 2.63 -6.69
H -3.53 3.55 -5.42

(10)
C12H36O12 | wB97M-V/def2-TZVPD

Results
**Highest occupied orbital energy**: -9.442 eV
**Kohn-Sham gap**: 0.36260 Ha
**Largest force on an atom**: 2.5 eV/A
**Calculated total energy**: -37594.1135 eV
**E_LUMO**: 0.42 eV

Element x y z (Å)
O -3.44 -2.24 -0.43
C -3.21 -3.45 -1.15
C -3.80 -3.43 -2.52
O -3.17 -2.51 -3.42
H -3.90 -1.64 -1.03
H -2.17 -3.71 -1.20
H -3.79 -4.20 -0.61
H -4.88 -3.17 -2.49
H -3.79 -4.43 -2.96
H -3.26 -1.62 -3.07
O 2.60 -0.31 -1.23
C 1.55 -0.81 -0.41
C 1.33 -0.02 0.84
O 0.95 1.35 0.58
H 2.56 -0.91 -1.99
H 0.62 -0.77 -1.00
H 1.68 -1.89 -0.20
H 2.05 -0.06 1.66
H 0.42 -0.46 1.27
H 1.70 1.85 0.22
O -1.70 1.21 2.79
C -2.26 2.47 2.46
C -1.45 3.09 1.36
O -1.66 2.47 0.10
H -2.31 0.79 3.43
H -3.28 2.33 2.07
H -2.27 3.15 3.32
H -0.39 3.00 1.61
H -1.69 4.15 1.22
H -0.96 1.84 -0.10
O 2.96 6.82 -0.01
C 2.55 6.21 1.21
C 3.48 5.09 1.60
O 3.25 3.99 0.78
H 2.91 6.13 -0.69
H 2.60 6.94 2.02
H 1.51 5.88 1.10
H 3.32 4.81 2.66
H 4.52 5.44 1.54
H 3.84 3.24 0.88
O 4.87 -4.27 -4.92
C 4.49 -2.97 -4.45
C 3.10 -2.59 -4.88
O 2.68 -1.49 -3.92
H 5.52 -4.16 -5.61
H 4.52 -3.01 -3.36
H 5.15 -2.21 -4.87
H 2.30 -3.34 -4.75
H 3.06 -2.22 -5.91
H 2.10 -0.89 -4.41
O -3.51 -0.45 4.28
C -3.31 -1.90 4.40
C -2.42 -2.43 3.32
O -3.18 -2.91 2.22
H -4.42 -0.29 4.55
H -2.91 -2.02 5.42
H -4.29 -2.39 4.38
H -1.77 -3.23 3.70
H -1.69 -1.65 3.05
H -3.31 -2.20 1.57